No. 1
{
  "formula": "C26H34NOPb",
  "method": "wB97M-V/def2-TZVPD",
  "elements": ["C", "C", "C", "H", "C", "C", "H", "C", "C", "C", "H", "C", "C", "H", "H", "H", "H", "H", "H", "Pb", "C", "C", "C", "H", "H", "H", "H", "H", "H", "C", "C", "H", "H", "O", "N", "C", "H", "C", "C", "H", "C", "H", "C", "H", "C", "H", "C", "H", "H", "H", "C", "C", "C", "C", "H", "H", "H", "H", "H", "H", "H", "H", "H"],
  "xyz": [[0.361, -2.076, 2.305], [-0.614, -1.059, 2.549], [-1.758, -1.347, 1.770], [-0.504, -0.237, 3.257], [-1.513, -2.552, 1.052], [-0.204, -3.003, 1.375], [-2.230, -3.074, 0.418], [2.274, 1.546, 0.088], [1.339, 1.628, 1.175], [0.159, 2.226, 0.693], [1.529, 1.328, 2.203], [0.358, 2.557, -0.679], [1.614, 2.063, -1.067], [-2.682, -0.776, 1.758], [0.248, -3.941, 1.053], [1.302, -2.189, 2.847], [2.008, 2.098, -2.084], [-0.752, 2.409, 1.264], [3.344, 1.345, 0.153], [2.129, -1.148, 0.103], [-0.525, 3.389, -1.574], [0.343, 4.332, -2.432], [-1.494, 4.253, -0.760], [0.933, 5.007, -1.795], [-0.296, 4.957, -3.073], [1.035, 3.786, -3.087], [-0.928, 4.937, -0.111], [-2.140, 3.616, -0.147], [-2.113, 4.845, -1.447], [-1.290, 2.455, -2.539], [-2.330, 1.522, -1.924], [-0.551, 1.812, -3.039], [-1.778, 3.068, -3.315], [-2.267, 1.077, -0.777], [-3.353, 1.233, -2.785], [-4.331, 0.174, -2.555], [-3.186, 1.439, -3.762], [-4.904, 0.200, -1.163], [-5.055, -1.014, -0.489], [-4.770, -1.933, -1.012], [-5.517, -1.036, 0.827], [-5.577, -1.989, 1.352], [-5.901, 0.153, 1.457], [-6.236, 0.132, 2.496], [-5.822, 1.363, 0.755], [-6.125, 2.297, 1.226], [-5.361, 1.383, -0.567], [-5.346, 2.318, -1.138], [-3.868, -0.805, -2.753], [-5.140, 0.308, -3.288], [2.770, -2.288, -4.027], [1.635, -2.290, -2.993], [1.703, -3.567, -2.154], [1.557, -1.014, -2.131], [3.760, -2.162, -3.568], [2.634, -1.489, -4.766], [2.785, -3.239, -4.579], [0.693, -2.313, -3.569], [2.627, -3.634, -1.554], [0.840, -3.637, -1.480], [1.682, -4.451, -2.809], [0.516, -0.671, -2.051], [2.189, -0.207, -2.519]],
  "mulliken_charge": [-0.6106, -0.8798, 0.1114, 0.4736, -0.1996, -0.9238, 0.5031, -1.6364, -0.8246, -0.3981, 0.6206, 0.1687, -0.3616, 0.4197, 0.5623, 0.6367, 0.5588, 0.4069, 0.7979, 0.9858, 2.4550, -1.8001, -1.9891, 0.4113, 0.4601, 0.3714, 0.4819, 0.3234, 0.4011, -1.2427, 0.3918, 0.2237, 0.5989, -0.3817, -0.1625, -1.1191, 0.3311, 0.7731, -0.4574, 0.3639, -0.6731, 0.4043, -0.4440, 0.3916, -0.6034, 0.4126, -0.1710, 0.3929, 0.3558, 0.3644, -1.6032, 1.0028, -1.4925, -1.0343, 0.3220, 0.3924, 0.4299, 0.1405, 0.2973, 0.2717, 0.4539, 0.0913, 0.4533],
  "relative_energy_kj_mol": 0.0,
  "homo_lumo_gap_ev": [5.74, 5.44],
  "largest_force_ev_per_a": 3.09,
  "total_charge": 1,
  "energy_ha": -1333.584352
}

***

No. 2
{
  "formula": "C26H35BN4O28",
  "method": "wB97M-V/def2-TZVPD",
  "elements": ["O", "B", "O", "O", "C", "N", "N", "C", "O", "N", "N", "H", "H", "H", "C", "C", "O", "C", "O", "O", "H", "H", "H", "H", "C", "C", "O", "C", "O", "O", "H", "H", "H", "H", "C", "C", "O", "C", "O", "O", "H", "H", "H", "H", "C", "C", "O", "C", "O", "O", "H", "H", "H", "H", "C", "C", "O", "C", "O", "O", "H", "H", "H", "H", "C", "C", "O", "C", "O", "O", "H", "H", "H", "H", "C", "C", "O", "C", "O", "O", "H", "H", "H", "H", "C", "C", "O", "C", "O", "O", "H", "H", "H", "H"],
  "xyz": [[-1.279, -2.124, 4.478], [-1.844, -2.510, 3.327], [-2.957, -3.301, 3.276], [-1.272, -2.108, 2.078], [-0.477, -3.119, 1.644], [-1.114, -4.087, 0.987], [-0.342, -5.086, 0.597], [0.939, -4.959, 0.919], [1.728, -5.988, 0.551], [1.555, -3.965, 1.529], [0.782, -2.970, 1.922], [-0.399, -1.749, 4.291], [-2.807, -4.134, 3.740], [1.800, -6.591, 1.303], [4.935, -1.893, 2.233], [5.488, -2.654, 3.411], [4.536, -2.354, 4.451], [3.373, -2.010, 3.851], [2.326, -1.855, 4.401], [3.530, -1.862, 2.526], [5.121, -2.387, 1.280], [5.300, -0.865, 2.170], [5.491, -3.734, 3.246], [6.487, -2.333, 3.691], [-4.048, 0.004, 1.349], [-4.909, -0.488, 0.212], [-5.392, 0.737, -0.358], [-4.514, 1.720, -0.033], [-4.536, 2.816, -0.492], [-3.615, 1.286, 0.877], [-3.198, -0.645, 1.543], [-4.613, 0.140, 2.273], [-4.338, -1.029, -0.546], [-5.734, -1.114, 0.545], [7.060, 2.310, -0.273], [5.583, 2.051, -0.091], [5.578, 0.890, 0.742], [6.755, 0.849, 1.414], [6.977, 0.090, 2.305], [7.619, 1.772, 0.936], [7.294, 3.366, -0.374], [7.479, 1.771, -1.124], [5.076, 2.864, 0.431], [5.069, 1.859, -1.027], [1.534, 1.686, -1.355], [0.736, 2.956, -1.526], [1.758, 3.963, -1.549], [2.911, 3.382, -1.938], [3.905, 3.974, -2.216], [2.787, 2.029, -1.972], [1.078, 0.829, -1.847], [1.714, 1.440, -0.306], [0.192, 2.984, -2.471], [0.039, 3.131, -0.711], [-3.583, 6.765, 1.291], [-2.946, 5.618, 0.542], [-1.635, 5.564, 1.118], [-1.699, 6.123, 2.352], [-0.826, 6.086, 3.153], [-2.898, 6.732, 2.546], [-4.653, 6.636, 1.430], [-3.400, 7.731, 0.815], [-3.450, 4.669, 0.720], [-2.890, 5.791, -0.530], [5.358, -0.848, -3.061], [3.861, -0.994, -2.927], [3.737, -2.190, -2.150], [4.887, -2.357, -1.455], [5.038, -3.160, -0.593], [5.838, -1.484, -1.871], [5.680, 0.190, -3.103], [5.756, -1.379, -3.928], [3.410, -0.168, -2.378], [3.356, -1.100, -3.884], [0.256, -2.582, -1.956], [-0.968, -2.905, -2.777], [-1.403, -1.605, -3.196], [-0.331, -0.776, -3.164], [-0.313, 0.327, -3.605], [0.724, -1.370, -2.553], [1.016, -3.358, -2.010], [0.012, -2.390, -0.910], [-0.736, -3.504, -3.659], [-1.742, -3.410, -2.202], [-9.397, 0.941, -1.977], [-8.241, 0.020, -1.664], [-8.863, -0.999, -0.874], [-10.187, -1.017, -1.181], [-10.948, -1.851, -0.823], [-10.517, 0.051, -1.952], [-9.306, 1.421, -2.948], [-9.539, 1.708, -1.213], [-7.818, -0.439, -2.561], [-7.445, 0.508, -1.108]],
  "mulliken_charge": [-0.4765, 0.8629, -0.5526, -0.5584, 0.0718, 0.0030, -0.4855, 0.4116, -0.4781, -0.1359, 0.3066, 0.3214, 0.3043, 0.3868, 0.5947, -0.4498, -0.3746, 0.4935, -0.5680, -0.1795, 0.0473, -0.1338, 0.2813, 0.3270, 0.1444, -0.3113, -0.2827, 0.5630, -0.5168, -0.3148, -0.1563, 0.2669, 0.2181, 0.3845, -0.3885, 0.3799, -0.2916, 0.6954, -0.5353, -0.3978, 0.3246, 0.2417, 0.2268, -0.2711, 0.8412, -0.3554, -0.3454, 0.5701, -0.5737, -0.2735, -0.7335, 0.2164, 0.2356, 0.3751, -0.3693, -0.0411, -0.2484, 0.5939, -0.5281, -0.3513, 0.3187, 0.2434, 0.0470, 0.3266, -0.4770, 0.4132, -0.2346, 0.5517, -0.6254, -0.3380, 0.2910, 0.2882, -0.2912, 0.4413, -0.0671, -0.4686, -0.3707, 0.4620, -0.5338, -0.2071, 0.3808, 0.1575, 0.2469, 0.3793, -0.3622, 0.1233, -0.3100, 0.6336, -0.5181, -0.3219, 0.3083, 0.2847, 0.2036, 0.0133],
  "homo_lumo_gap_ev": 8.56,
  "largest_force_ev_per_a": 2.54,
  "smiles": "OB(O)Oc1nnc(O)nn1.O=C1OCCO1.O=C1OCCO1.O=C1OCCO1.O=C1OCCO1.O=C1OCCO1.O=C1OCCO1.O=C1OCCO1.O=C1OCCO1",
  "total_charge": 0,
  "energy_ha": -3362.496650
}

***

No. 3
{
  "formula": "C26H35FN6OS5SbSiTc",
  "method": "wB97M-V/def2-TZVPD",
  "elements": ["Tc", "C", "Si", "C", "C", "N", "C", "C", "C", "C", "C", "C", "F", "H", "H", "H", "H", "H", "H", "H", "H", "H", "H", "H", "H", "H", "S", "Sb", "S", "S", "S", "O", "S", "C", "C", "C", "C", "C", "C", "C", "C", "C", "C", "C", "C", "H", "H", "H", "H", "H", "H", "H", "H", "H", "H", "C", "C", "C", "C", "H", "H", "H", "H", "H", "H", "H", "H", "H", "N", "N", "N", "C", "N", "N", "H", "H", "H"],
  "xyz": [[-0.538, -0.067, 1.093], [2.202, 1.885, 3.344], [0.425, 1.589, 3.778], [0.063, 0.032, 4.705], [-0.248, 2.938, 4.848], [-0.496, 1.448, 2.186], [-1.272, 2.553, 1.674], [-1.060, 3.897, 1.982], [-1.876, 4.887, 1.454], [-2.920, 4.571, 0.593], [-3.117, 3.249, 0.218], [-2.274, 2.319, 0.760], [-2.358, 0.999, 0.312], [2.873, 1.233, 3.909], [2.478, 2.915, 3.582], [2.390, 1.721, 2.281], [0.759, -0.088, 5.541], [0.094, -0.881, 4.112], [-0.941, 0.121, 5.131], [-0.054, 2.628, 5.880], [-1.328, 3.065, 4.746], [0.233, 3.904, 4.698], [-0.240, 4.176, 2.625], [-1.689, 5.919, 1.717], [-3.562, 5.345, 0.196], [-3.889, 2.951, -0.479], [1.396, -2.864, 2.868], [3.699, -2.473, 3.899], [2.593, -1.672, 0.107], [1.533, -1.104, 1.779], [4.951, -3.707, 2.629], [0.488, 0.479, -0.552], [-0.183, 1.387, -1.665], [1.218, 1.870, -2.625], [2.468, 1.337, -2.358], [3.529, 1.731, -3.163], [3.324, 2.629, -4.201], [2.059, 3.157, -4.443], [0.988, 2.783, -3.649], [-1.011, 0.252, -2.727], [-0.304, -0.748, -3.390], [-1.002, -1.608, -4.217], [-2.377, -1.449, -4.390], [-3.063, -0.435, -3.738], [-2.377, 0.429, -2.892], [2.606, 0.643, -1.540], [4.518, 1.336, -2.974], [4.157, 2.927, -4.824], [1.910, 3.866, -5.246], [0.001, 3.196, -3.824], [0.772, -0.829, -3.284], [-0.475, -2.390, -4.747], [-2.912, -2.115, -5.054], [-4.127, -0.309, -3.890], [-2.896, 1.227, -2.376], [3.188, -3.434, -2.392], [2.291, -4.024, -1.307], [1.319, -5.042, -1.897], [1.491, -2.941, -0.592], [3.758, -4.219, -2.888], [3.912, -2.718, -1.995], [2.588, -2.928, -3.156], [2.916, -4.521, -0.560], [0.711, -4.585, -2.685], [0.644, -5.446, -1.139], [1.859, -5.879, -2.341], [0.935, -3.372, 0.243], [0.790, -2.463, -1.280], [-5.176, -1.937, 2.774], [-3.856, -1.975, 2.450], [-3.136, -3.069, 2.656], [-1.931, -2.644, 2.326], [-1.946, -1.357, 1.937], [-3.230, -0.948, 2.022], [-5.559, -2.871, 2.792], [-5.665, -1.230, 2.246], [-1.043, -3.252, 2.386]],
  "mulliken_charge": [-0.1572, -0.8959, 0.0721, -0.7017, -1.3503, 1.0308, 0.5349, -0.6280, -0.9970, -0.6230, -0.7489, 0.7266, -0.2353, 0.3129, 0.3823, 0.2354, 0.3558, 0.1431, 0.3073, 0.4302, 0.4013, 0.3852, 0.5049, 0.4558, 0.4505, 0.4911, -0.3655, 0.6289, -0.1162, 0.2006, -0.3383, -0.1054, 0.6103, 0.3858, -0.1111, -0.8258, -0.4897, -0.7252, -0.4051, 0.5061, -0.1923, -0.6531, -0.5438, -0.7383, -0.4075, 0.2386, 0.4607, 0.4256, 0.4192, 0.4623, 0.4827, 0.4766, 0.4277, 0.4620, 0.3849, -1.3516, 0.5191, -1.4557, -0.2285, 0.4281, 0.4646, 0.1770, 0.2100, 0.2747, 0.3885, 0.4158, 0.4834, -0.0470, -0.5565, 1.0197, -0.8613, -0.5299, 0.3197, -0.2496, 0.3177, 0.2764, 0.5479],
  "relative_energy_kj_mol": 51.5,
  "homo_lumo_gap_ev": 7.07,
  "largest_force_ev_per_a": 0.68,
  "total_charge": 2,
  "energy_ha": -4116.351535
}